Below is a cluster of 2 separate species, C8H22NOSi in total in a non-equilibrium geometry, with properties calculated with ωB97M-V/def2-TZVPD.

Gap between HOMO and LUMO ... 8.294 eV
HOMO energy ... -11.09 eV
Maximum force ... 5.90 eV/A
Energy relative to the best compared isomer or geometry (same formula, charge and spin) ... 104.2 kcal per mole
Charge ... +1

Positions of all 33 atoms, in Å:
C: -3.271 -1.352 0.197
C: -0.863 2.188 0.597
C: -0.830 1.207 -1.480
C: 3.097 1.663 0.197
C: 1.896 -1.742 -1.626
C: 2.265 -1.408 1.744
C: -1.715 -1.400 -0.069
C: -1.021 -0.195 0.531
N: -1.466 1.096 -0.121
O: 2.363 0.684 -0.556
Si: 1.921 -0.745 -0.027
H: -3.705 -0.401 0.517
H: -3.912 -1.666 -0.689
H: -3.431 -2.013 0.974
H: -1.122 1.970 1.615
H: 0.172 2.240 0.554
H: -1.174 3.102 0.365
H: 0.213 1.649 -1.462
H: -0.937 0.390 -2.162
H: -1.271 2.015 -1.922
H: 3.888 1.245 0.877
H: 2.482 2.319 0.695
H: 3.568 2.410 -0.439
H: 2.662 -1.526 -2.238
H: 1.912 -2.854 -1.593
H: 0.912 -1.745 -2.237
H: 2.539 -0.550 2.380
H: 1.336 -1.871 2.197
H: 3.016 -2.243 1.636
H: -1.353 -2.243 0.302
H: -1.724 -1.544 -1.173
H: -1.128 0.058 1.638
H: -2.510 1.321 -0.370


Below is a cluster of 2 separate species, C4H10ClFSi in total in a non-equilibrium geometry, with properties calculated with ωB97M-V/def2-TZVPD.

Gap between HOMO and LUMO ... 10.755 eV
HOMO energy ... -10.07 eV
Maximum force ... 4.15 eV/A
Energy relative to the best compared isomer or geometry (same formula, charge and spin) ... 7.9 kcal per mole
Structure (SMILES) ... CC[Si@H](F)Cl.C=C
Charge ... 0

Positions of all 17 atoms, in Å:
C: -1.879 2.281 -0.891
C: 2.115 -2.306 0.080
C: -0.995 1.663 0.187
C: 3.254 -1.755 0.385
F: -0.521 -0.975 -0.617
Si: -1.405 -0.125 0.578
Cl: -3.188 -0.894 0.197
H: -1.474 2.144 -1.839
H: -2.952 1.963 -0.590
H: -1.918 3.343 -0.754
H: 1.652 -2.256 -0.933
H: -0.740 -0.743 1.664
H: 1.465 -2.797 0.804
H: -1.058 2.321 1.036
H: -0.065 1.544 -0.212
H: 3.902 -1.485 -0.415
H: 3.805 -1.926 1.320


Below is a structure of composition C13H19N5O2PdS, with properties calculated with ωB97M-V/def2-TZVPD.

Gap between HOMO and LUMO ... 7.238 eV
HOMO energy ... -7.93 eV
Maximum force ... 0.60 eV/A
Energy relative to the best compared isomer or geometry (same formula, charge and spin) ... 2.5 kcal per mole
Charge ... 0

Positions of all 41 atoms, in Å:
Pd: 0.321 -1.195 0.153
C: 4.256 2.941 -1.242
C: 3.295 2.529 -2.348
N: 2.948 1.116 -2.318
C: 2.118 0.565 -1.411
S: 2.024 -1.170 -1.391
N: 1.476 1.406 -0.608
N: 0.626 0.750 0.229
C: 0.011 1.422 1.148
C: 0.239 2.878 1.391
C: -0.946 0.643 1.970
C: -1.902 1.230 2.787
C: -2.763 0.408 3.499
C: -2.648 -0.970 3.388
C: -1.677 -1.486 2.541
N: -0.858 -0.698 1.857
H: 4.546 3.985 -1.366
H: 5.159 2.331 -1.266
H: 3.787 2.824 -0.266
H: 3.739 2.722 -3.326
H: 2.370 3.102 -2.285
H: 3.487 0.473 -2.872
H: 1.247 3.141 1.080
H: 0.104 3.110 2.446
H: -0.452 3.497 0.813
H: -1.971 2.305 2.855
H: -3.520 0.843 4.138
H: -3.296 -1.637 3.937
H: -1.528 -2.549 2.400
N: -1.762 -1.268 -1.710
C: -2.162 -2.643 -2.031
C: -1.997 -3.588 -0.842
C: -0.542 -3.951 -0.521
O: -0.093 -4.981 -0.986
O: 0.155 -3.168 0.260
H: -2.526 -0.778 -1.257
H: -1.538 -0.749 -2.550
H: -1.540 -3.005 -2.852
H: -3.202 -2.683 -2.375
H: -2.481 -4.529 -1.102
H: -2.505 -3.169 0.032


Below is a structure of composition C62H58N3O5P2S4Ti, with properties calculated with ωB97M-V/def2-TZVPD.

Gap between HOMO and LUMO ... 6.844 eV
HOMO energy ... -9.93 eV
Maximum force ... 0.73 eV/A
Energy relative to the best compared isomer or geometry (same formula, charge and spin) ... 36.8 kcal per mole
Charge ... +1

Positions of all 135 atoms, in Å:
Ti: 0.800 -0.402 0.370
C: 3.304 0.786 -1.341
N: 1.855 0.958 -1.589
C: 1.581 2.416 -1.334
C: 0.133 2.834 -1.203
N: -0.497 2.317 0.022
C: -0.179 3.198 1.161
C: -1.929 2.237 -0.099
C: -2.664 3.355 -0.479
C: -4.044 3.307 -0.587
C: -4.709 2.124 -0.297
C: -3.987 1.005 0.079
C: -2.595 1.044 0.175
S: -1.793 -0.493 0.548
C: 1.545 0.647 -2.986
C: 2.506 0.831 -3.981
C: 2.217 0.600 -5.316
C: 0.939 0.217 -5.701
C: -0.031 0.063 -4.734
C: 0.269 0.238 -3.383
S: -0.974 0.171 -2.148
H: 3.892 1.600 -1.776
H: 3.637 -0.158 -1.767
H: 3.467 0.790 -0.268
H: 2.041 2.984 -2.152
H: 2.121 2.676 -0.425
H: -0.449 2.535 -2.075
H: 0.125 3.932 -1.206
H: -0.689 4.162 1.065
H: 0.890 3.386 1.191
H: -0.478 2.718 2.091
H: -2.141 4.283 -0.687
H: -4.596 4.189 -0.886
H: -5.787 2.069 -0.370
H: -4.504 0.074 0.283
H: 3.501 1.165 -3.726
H: 2.992 0.743 -6.058
H: 0.699 0.056 -6.744
H: -1.040 -0.209 -5.013
O: 0.594 -1.843 -0.835
S: 1.564 -2.616 -1.875
C: 2.455 -1.520 1.180
C: 3.741 -1.772 0.680
C: 4.701 -2.351 1.494
C: 4.417 -2.707 2.814
C: 3.144 -2.521 3.313
C: 2.190 -1.927 2.485
P: 0.411 -1.831 2.557
C: -0.280 -1.158 4.078
C: -1.628 -0.808 4.117
C: -2.184 -0.321 5.292
C: -1.398 -0.181 6.426
C: -0.054 -0.525 6.388
C: 0.504 -1.013 5.219
C: -0.030 -3.598 2.565
C: 0.587 -4.440 1.641
C: 0.483 -5.814 1.778
C: -0.248 -6.360 2.825
C: -0.897 -5.525 3.722
C: -0.786 -4.146 3.597
C: 0.514 -2.804 -3.281
C: 1.171 -3.313 -4.401
C: 0.475 -3.583 -5.565
C: -0.894 -3.351 -5.622
C: -1.546 -2.845 -4.511
C: -0.862 -2.554 -3.330
P: -1.774 -1.833 -1.911
C: -1.894 -3.330 -0.832
C: -2.795 -3.406 0.231
C: -3.072 -4.615 0.845
C: -2.461 -5.780 0.408
C: -1.567 -5.719 -0.646
C: -1.282 -4.509 -1.261
C: -3.493 -1.619 -2.464
C: -4.386 -2.688 -2.348
C: -5.685 -2.577 -2.819
C: -6.118 -1.400 -3.410
C: -5.240 -0.336 -3.537
C: -3.938 -0.441 -3.071
H: 4.009 -1.538 -0.340
H: 5.690 -2.544 1.096
H: 5.185 -3.162 3.427
H: 2.888 -2.864 4.309
H: -2.241 -0.904 3.230
H: -3.230 -0.047 5.315
H: -1.831 0.202 7.341
H: 0.564 -0.405 7.269
H: 1.559 -1.253 5.191
H: 1.174 -4.025 0.830
H: 0.980 -6.458 1.064
H: -0.310 -7.435 2.941
H: -1.473 -5.940 4.538
H: -1.268 -3.508 4.327
H: 2.239 -3.497 -4.359
H: 1.001 -3.976 -6.424
H: -1.450 -3.562 -6.526
H: -2.612 -2.664 -4.566
H: -3.328 -2.530 0.560
H: -3.781 -4.642 1.662
H: -2.680 -6.726 0.886
H: -1.077 -6.616 -1.003
H: -0.600 -4.519 -2.095
H: -4.078 -3.627 -1.913
H: -6.357 -3.420 -2.722
H: -7.134 -1.314 -3.773
H: -5.565 0.589 -3.995
H: -3.280 0.405 -3.170
C: -1.239 7.455 0.528
C: 0.121 6.820 0.573
C: 0.767 6.419 -0.593
C: 2.023 5.832 -0.551
C: 2.648 5.658 0.673
C: 2.039 6.077 1.849
C: 0.775 6.639 1.792
S: 4.247 4.921 0.720
O: 4.989 5.554 1.769
O: 4.757 4.839 -0.619
N: 3.917 3.348 1.133
C: 3.901 3.004 2.562
C: 3.578 1.520 2.727
C: 2.110 1.227 2.505
O: 1.316 1.228 3.415
O: 1.742 0.994 1.256
H: -1.637 7.470 -0.486
H: -1.197 8.484 0.887
H: -1.945 6.918 1.164
H: 0.285 6.580 -1.551
H: 2.533 5.538 -1.460
H: 2.560 5.986 2.793
H: 0.296 6.962 2.708
H: 4.565 2.763 0.613
H: 3.135 3.604 3.058
H: 4.858 3.239 3.031
H: 3.794 1.223 3.752
H: 4.201 0.913 2.065